Model A:
55
Properties=species:S:1:pos:R:3:nbo_charge:R:1 method="wB97M-V/def2-TZVPD" spin_multiplicity=1 charge=0 homo_energy_ev=-7.54 mol_weight_g_mol=350.46 e_lumo_ev=0.8 smiles="COCC(=O)N1CCC[C@H](N(C)CCc2ccc(OC)c(OC)c2)C1" homo_lumo_gap_ev=8.31
O 2.568 -2.745 0.183 -0.4991
O -4.810 -2.170 -0.043 -0.5352
O 4.802 -1.913 -0.826 -0.4850
O -1.490 -1.890 0.867 -0.6538
N -2.536 -0.323 -0.365 -0.4318
N 0.259 2.112 -0.261 -0.4657
C 2.010 -0.531 1.030 -0.3166
C 4.411 0.358 -0.018 -0.2867
C -1.280 0.274 -0.772 -0.2288
C 2.370 0.805 1.180 -0.0073
C -1.065 1.588 -0.003 -0.0429
C 1.460 -3.303 0.852 -0.2638
C -3.876 -1.899 0.977 -0.1585
C 4.055 -0.969 -0.178 0.2292
C 0.437 2.805 -1.515 -0.4033
C 3.576 1.235 0.661 -0.2329
C -2.524 -1.361 0.490 0.6533
C 2.834 -1.424 0.366 0.3433
C -4.420 -3.234 -0.879 -0.2525
C -3.678 0.509 -0.672 -0.2210
C 0.872 2.784 0.869 -0.1993
C -3.557 1.846 0.065 -0.4066
C 6.029 -1.519 -1.382 -0.2481
C -2.243 2.533 -0.302 -0.4183
C 1.448 1.771 1.872 -0.4142
H 1.505 2.876 -1.721 0.2071
H -1.101 1.333 1.062 0.2001
H 0.170 3.459 1.387 0.1692
H 1.988 2.325 2.643 0.2138
H -0.466 -0.416 -0.549 0.2569
H -3.661 -2.807 1.558 0.1996
H 1.693 3.392 0.486 0.1989
H 1.469 -4.361 0.595 0.1915
H -1.314 0.454 -1.849 0.1882
H -3.588 1.666 1.142 0.1972
H 0.513 -2.860 0.535 0.2083
H -3.681 0.689 -1.753 0.1915
H -4.295 -4.159 -0.305 0.1714
H 0.641 1.220 2.356 0.2027
H -0.019 2.229 -2.318 0.1957
H 6.723 -1.152 -0.618 0.1717
H 1.070 -0.870 1.436 0.2297
H -4.347 -1.164 1.637 0.2036
H 5.897 -0.748 -2.150 0.1712
H -5.220 -3.361 -1.606 0.1961
H 5.345 0.726 -0.413 0.2158
H 0.013 3.821 -1.524 0.1620
H 6.444 -2.415 -1.842 0.1979
H -2.253 2.786 -1.364 0.1974
H -3.482 -3.013 -1.399 0.1726
H 3.884 2.263 0.783 0.2014
H -2.132 3.459 0.266 0.2112
H -4.404 2.482 -0.198 0.2132
H 1.557 -3.194 1.937 0.1714
H -4.602 -0.002 -0.410 0.2380

---

Model B:
55
Properties=species:S:1:pos:R:3:nbo_charge:R:1 method="wB97M-V/def2-TZVPD" spin_multiplicity=1 charge=0 homo_energy_ev=-8.10 mol_weight_g_mol=350.46 e_lumo_ev=0.7 smiles="COc1ccc(C(NC(=O)CC(C)C)NC(=O)CC(C)C)cc1OC" homo_lumo_gap_ev=8.76
O 0.194 2.045 -0.858 -0.6706
O 3.376 0.253 2.399 -0.6324
O -1.884 -2.259 -1.380 -0.5229
O -2.621 -3.854 0.928 -0.4964
N -0.044 1.892 1.389 -0.6100
N 1.890 0.659 0.755 -0.6505
C -0.539 -1.340 2.458 -0.2099
C -3.249 1.941 0.543 -0.6165
C 3.965 -0.638 -0.919 -0.1998
C -0.317 2.429 0.181 0.7025
C -1.462 -1.472 -2.467 -0.2508
C 0.733 0.669 1.606 0.1022
C -1.813 -2.759 0.959 0.2513
C -1.331 3.553 0.204 -0.4864
C -1.419 -1.952 -0.126 0.2981
C -3.050 -4.421 -0.289 -0.2397
C -0.586 -0.868 0.114 -0.3206
C 3.140 0.443 1.224 0.6968
C -2.676 3.045 -0.344 -0.2020
C 4.201 0.448 0.140 -0.4946
C 3.871 -2.013 -0.263 -0.6111
C -1.357 -2.428 2.233 -0.2379
C 5.091 -0.609 -1.951 -0.5998
C -3.664 4.203 -0.460 -0.5999
C -0.144 -0.549 1.393 -0.0549
H -1.952 -1.900 -3.340 0.1990
H -2.493 2.635 -1.343 0.2082
H 3.021 -0.433 -1.436 0.1902
H -0.201 -1.116 3.458 0.2150
H 5.166 0.288 0.621 0.2279
H -1.672 -3.061 3.047 0.2264
H 5.150 0.365 -2.430 0.2065
H -2.206 -4.704 -0.922 0.1800
H -0.280 -0.240 -0.705 0.2410
H -4.205 1.604 0.149 0.2144
H -3.411 2.309 1.554 0.1970
H -0.966 4.351 -0.444 0.2351
H -0.377 -1.518 -2.602 0.1789
H 4.209 1.431 -0.337 0.2218
H 4.788 -2.238 0.276 0.2063
H -2.581 1.083 0.588 0.2190
H 3.714 -2.785 -1.014 0.2076
H 1.716 0.901 -0.211 0.4329
H -3.706 -3.747 -0.843 0.1834
H -1.463 3.948 1.213 0.2004
H 1.102 0.679 2.640 0.2432
H -3.272 4.982 -1.110 0.2088
H -1.770 -0.427 -2.356 0.1810
H 6.047 -0.817 -1.475 0.2029
H 3.044 -2.047 0.444 0.2176
H -3.604 -5.315 -0.004 0.1876
H -4.607 3.855 -0.873 0.2110
H -0.562 2.223 2.186 0.4042
H 4.922 -1.360 -2.720 0.2083
H -3.858 4.636 0.519 0.2000

---

Which is the most stable structure? model B is the most stable.

---

Model A:
14
Properties=species:S:1:pos:R:3:nbo_charge:R:1 method="wB97M-V/def2-TZVPD" spin_multiplicity=1 charge=+1 homo_energy_ev=-13.18 mol_weight_g_mol=122.24 e_lumo_ev=-4.6 smiles=C[NH2+]C1(C)SS1 homo_lumo_gap_ev=8.53
S -0.270 -2.071 -1.009 0.2779
S 1.317 -1.738 0.370 0.1793
N -0.636 0.338 0.347 -0.5691
C 0.442 -0.546 -0.729 -0.1257
C -0.893 0.011 1.769 -0.4268
C 1.138 0.400 -1.596 -0.6975
H 1.577 1.196 -0.967 0.2440
H -0.131 0.532 2.359 0.2380
H 0.399 0.869 -2.319 0.2500
H -0.306 1.303 0.287 0.4177
H -1.815 0.461 2.024 0.2323
H -1.589 0.388 -0.111 0.4300
H -1.063 -1.079 1.868 0.2525
H 1.830 -0.064 -2.296 0.2974

---

Model B:
14
Properties=species:S:1:pos:R:3:nbo_charge:R:1 method="wB97M-V/def2-TZVPD" spin_multiplicity=1 charge=+1 homo_energy_ev=-13.26 mol_weight_g_mol=122.24 e_lumo_ev=-4.3 smiles=S[C@@H]1[NH2+]CCS1 homo_lumo_gap_ev=8.99
S -0.364 0.413 -1.817 0.1328
S 0.201 -2.772 -0.609 0.0971
N 0.095 -0.398 0.765 -0.5637
C 0.637 -1.042 -0.429 -0.2464
C -0.825 1.529 -0.370 -0.5383
C 0.055 1.030 0.750 -0.2530
H 1.731 -0.815 -0.623 0.2655
H 0.394 -0.783 1.769 0.4714
H -0.872 -0.813 0.639 0.4530
H -1.856 1.431 -0.142 0.2233
H 1.103 -3.144 -1.452 0.1735
H -0.456 1.327 1.641 0.2431
H 1.038 1.465 0.639 0.2510
H -0.883 2.573 -0.763 0.2906

---

Which is the most stable structure? model A is the most stable.

---

Model A:
19
Properties=species:S:1:pos:R:3:lowdin_spin:R:1 method="wB97M-V/def2-TZVPD" spin_multiplicity=2 charge=-2 homo_energy_ev="3.81 / -0.38" mol_weight_g_mol=102.16 e_lumo_ev="6.8 / 6.8" homo_lumo_gap_ev="3.00 / 7.17"
O 0.586 -1.134 -3.333 0.0003
N -0.191 -0.958 -0.773 0.0016
C -0.895 1.558 1.875 0.0970
C -0.039 1.300 3.110 0.4375
C 0.314 -1.759 -2.255 0.0008
C -0.067 1.213 0.539 0.0203
C 0.407 -0.313 0.395 0.0130
H -1.745 0.910 1.783 0.0157
H 1.100 -2.456 -1.791 0.0002
H -1.175 2.625 1.751 0.0452
H 1.500 -0.421 0.504 0.0093
H -0.579 1.529 4.104 0.1641
H 0.038 -0.800 1.325 0.0069
H 0.307 0.309 3.468 0.0672
H -0.780 1.212 -0.316 0.0014
H 0.723 2.064 3.240 0.1051
H -0.670 -2.319 -2.398 0.0001
H -1.044 -0.443 -0.937 0.0003
H 0.702 2.007 0.501 0.0140

---

Model B:
19
Properties=species:S:1:pos:R:3:lowdin_spin:R:1 method="wB97M-V/def2-TZVPD" spin_multiplicity=2 charge=-2 homo_energy_ev="4.46 / 0.50" mol_weight_g_mol=102.16 e_lumo_ev="7.2 / 7.1" homo_lumo_gap_ev="2.70 / 6.58"
O 1.632 -0.963 -1.327 0.0105
N -1.639 -0.957 1.403 0.1182
C -0.272 -0.387 0.860 0.0485
C 0.849 -0.170 1.851 0.2815
C 1.165 0.205 -1.869 0.0052
C -0.677 0.909 -0.090 0.0696
C -0.298 0.572 -1.530 0.0125
H 1.181 0.149 -2.991 0.0012
H -2.219 -1.226 0.613 0.0585
H 0.700 0.577 2.680 0.0978
H -0.180 1.716 0.309 0.0208
H -0.671 1.478 -2.094 0.0041
H -1.747 0.994 -0.038 0.0227
H 1.864 0.016 1.309 0.0290
H -0.831 -0.268 -2.002 0.0041
H -0.164 -1.060 -0.005 0.0023
H 1.818 1.117 -1.666 0.0036
H 1.068 -1.121 2.366 0.0837
H -1.579 -1.582 2.220 0.1262

---

Which is the most stable structure? model A is the most stable.